Entry from the Open Molecules 2025 dataset: an isolated molecule of C22H35N3O2S (wB97M-V/def2-TZVPD).

The HOMO-LUMO gap is 8.6 eV. Its SMILES is CCc1cccc(NC(=S)N(CCCOC(C)C)C2CCN(C(C)=O)CC2)c1. The molecular weight is 405.61 g/mol. Its total charge is 0. For the energy above the lowest of the compared OMol25 structures with the same formula, charge and spin, the calculation gives 7.9 kcal/mol. The HOMO energy is -7.919 eV.

Each line ends with the Mulliken charge.
Positions of all 63 atoms, in Å:
C (0.61706, 1.46180, -6.13294)  -1.02
C (0.09741, 2.65168, -5.32398)  -0.98
C (0.80014, 2.72276, -3.99883)  0.23
C (1.88198, 3.57100, -3.80617)  -0.61
C (2.53014, 3.60122, -2.58362)  -1.00
C (2.12345, 2.77278, -1.55733)  -0.56
C (1.05921, 1.89005, -1.74610)  0.60
N (0.66529, 1.10718, -0.66426)  0.47
C (-0.06014, -0.04692, -0.65082)  0.46
S (-0.25062, -1.01603, -1.98038)  -0.33
N (-0.58722, -0.37437, 0.56460)  0.31
C (-0.86042, 0.65005, 1.55566)  -1.24
C (0.06630, 0.68167, 2.78448)  -0.57
C (1.39033, 1.42103, 2.60675)  -0.87
O (2.20836, 0.68681, 1.72189)  -0.22
C (3.58605, 1.04229, 1.67931)  0.44
C (4.16868, 0.33220, 0.46073)  -1.40
C (4.33302, 0.62516, 2.94689)  -1.55
C (-1.27938, -1.65112, 0.67981)  -1.21
C (-2.75132, -1.55091, 0.25499)  -0.19
C (-3.39117, -2.94030, 0.30262)  -1.18
N (-3.26156, -3.49761, 1.62749)  0.13
C (-4.25042, -3.66498, 2.53938)  1.16
C (-5.66904, -3.43144, 2.06112)  -1.35
O (-4.01209, -4.01243, 3.68106)  -0.66
C (-1.88230, -3.64425, 2.04164)  -1.40
C (-1.18494, -2.28195, 2.06730)  -0.50
C (0.39055, 1.89458, -2.96480)  -0.07
H (0.45428, 0.53664, -5.58542)  0.28
H (1.68412, 1.56735, -6.31652)  0.31
H (0.10373, 1.39701, -7.08968)  0.36
H (-0.97669, 2.53380, -5.16579)  0.33
H (0.26275, 3.57410, -5.88441)  0.40
H (2.21100, 4.21525, -4.60825)  0.39
H (3.36009, 4.27527, -2.42790)  0.38
H (2.62669, 2.80924, -0.60149)  0.36
H (1.20566, 1.24934, 0.18436)  -0.17
H (-0.84629, 1.62879, 1.06605)  0.80
H (-1.87856, 0.48364, 1.91964)  0.54
H (-0.47519, 1.17372, 3.59430)  0.45
H (0.29734, -0.33513, 3.09500)  0.23
H (1.86757, 1.51075, 3.59008)  0.60
H (1.22423, 2.44145, 2.22050)  0.20
H (3.67057, 2.13626, 1.55542)  0.27
H (3.63646, 0.61297, -0.44395)  0.32
H (4.07517, -0.74239, 0.59128)  0.32
H (5.21765, 0.58855, 0.34542)  0.45
H (3.99247, 1.18026, 3.81780)  0.41
H (5.39477, 0.81482, 2.81917)  0.45
H (4.18264, -0.43658, 3.12657)  0.31
H (-0.77700, -2.31832, -0.03083)  0.49
H (-2.80644, -1.15749, -0.76033)  0.48
H (-3.29524, -0.87863, 0.92239)  0.15
H (-4.43594, -2.88508, 0.00527)  0.57
H (-2.86776, -3.59667, -0.40256)  0.24
H (-5.90761, -4.08592, 1.22612)  0.35
H (-5.81331, -2.39618, 1.76035)  0.32
H (-6.33914, -3.65410, 2.88705)  0.34
H (-1.88232, -4.09357, 3.03601)  0.50
H (-1.37221, -4.31324, 1.34035)  0.39
H (-1.67641, -1.65859, 2.81562)  0.34
H (-0.14032, -2.42005, 2.34732)  0.38
H (-0.45410, 1.24275, -3.11545)  0.57

Forces on atoms 1 to 2 (eV/Å):
-0.132 0.151 -0.025
0.105 -0.168 -0.066